Entry 1:
An isolated ion of composition C4H12N3 and charge +1 in a non-equilibrium geometry, computed with ωB97M-V with the def2-TZVPD basis set.

Structure (XYZ):
```
19
C4H12N3 (ωB97M-V with the def2-TZVPD basis set)
H 1.138 -2.113 -2.298
H -0.777 2.771 2.161
C -0.110 -0.750 -1.320
H -1.251 0.521 1.256
H -0.674 0.160 -1.805
C -0.091 0.486 0.911
H -0.292 -2.032 -2.983
N 0.150 -1.981 -2.135
H -0.154 -2.794 -1.591
H 0.993 2.052 -0.099
H 0.714 0.495 1.605
N -0.058 2.834 1.462
N -0.064 -1.921 0.732
H 0.855 3.337 1.763
H -0.184 -1.808 1.697
H -0.817 2.148 -0.381
C 0.097 2.019 0.373
C -0.073 -0.716 0.045
H 0.598 -2.708 0.607
```

Total energy   -323.53636 Ha
SMILES   NCC/C(N)=C/[NH3+]
Lowest unoccupied orbital energy   -3.53 eV
Kohn-Sham gap   8.24 eV
Relative energy (zero: lowest compared OMol25 entry of this formula, charge and spin)   372.58 kJ/mol
Max |F|   7.111 eV/A
Total charge   +1
HOMO level   -11.8 eV

Entry 2:
An isolated ion of composition C4H12N3O and charge +1 in a non-equilibrium geometry, computed with ωB97M-V with the def2-TZVPD basis set.

Structure (XYZ):
```
20
C4H12N3O (ωB97M-V with the def2-TZVPD basis set)
H -0.660 1.181 1.833
C 0.989 -2.198 -0.082
H -1.668 2.956 -0.281
N 2.341 -2.389 0.181
H -1.254 1.186 -1.704
H 0.588 -2.810 -0.874
N -0.879 -0.376 -0.347
C 0.511 -0.544 -0.240
N -1.129 2.025 1.527
H -2.527 0.826 -0.606
H 0.428 -2.461 0.807
C -1.453 0.945 -0.673
H -1.382 -1.153 -0.766
O 1.111 0.073 0.633
H 2.761 -1.584 0.630
H 0.000 2.440 -0.298
H 2.906 -2.680 -0.609
C -0.994 2.191 0.104
H 0.908 -0.362 -1.266
H -0.598 2.734 2.031
```

Total energy   -398.69166 Ha
Lowest unoccupied orbital energy   -8.25 eV
Kohn-Sham gap   4.51 eV
Relative energy (zero: lowest compared OMol25 entry of this formula, charge and spin)   592.45 kJ/mol
Max |F|   3.681 eV/A
Total charge   +1
HOMO level   -12.8 eV

Entry 3:
A 2-piece molecular cluster, C4H12N3O2 overall, computed with ωB97M-V with the def2-TZVPD basis set.

Structure (XYZ):
```
21
C4H12N3O2 (ωB97M-V with the def2-TZVPD basis set)
H -4.728 1.690 0.409
H -4.429 0.009 0.924
H 1.370 -1.978 0.428
N 0.483 -0.192 -0.090
N 5.205 0.557 0.179
H -0.466 1.600 0.063
H -2.161 -0.398 -1.072
H -2.114 -0.783 0.662
H 5.395 0.792 -0.801
C -0.567 0.523 -0.030
H -4.503 0.411 -0.818
C -1.965 0.036 -0.071
H 1.458 0.224 -0.068
O 3.108 0.416 -0.225
C -4.194 0.768 0.171
O -2.820 1.105 0.191
H 0.774 -1.901 -1.226
C 0.547 -1.625 -0.194
N 4.022 0.341 0.611
H -0.378 -2.109 0.110
H 5.962 0.513 0.846
```

Total energy   -474.02177 Ha
Lowest unoccupied orbital energy   -3.69 eV
Kohn-Sham gap   10.02 eV
Relative energy (zero: lowest compared OMol25 entry of this formula, charge and spin)   416.90 kJ/mol
Max |F|   0.949 eV/A
Total charge   +1
HOMO level   -13.7 eV

Entry 4:
A 3-piece molecular cluster, C4H12N4 overall, computed with ωB97M-V with the def2-TZVPD basis set.

Structure (XYZ):
```
20
C4H12N4 (ωB97M-V with the def2-TZVPD basis set)
H 1.290 -0.931 -0.401
N -1.647 -2.430 1.208
H 0.435 3.586 -0.318
H -0.520 1.068 2.798
H 1.080 0.781 2.089
H -1.278 2.158 0.634
H -0.054 -2.213 -2.675
H 1.743 2.665 0.598
C 0.016 0.881 1.864
H 0.503 1.016 -1.374
N -0.808 -2.268 0.350
N 0.435 0.171 -1.926
H -0.244 0.183 -2.672
C 0.741 -0.997 -1.327
C -0.235 1.986 0.889
N 0.447 -2.202 -1.792
H -2.091 -3.396 1.189
H -0.148 -2.750 -0.958
H -0.358 -0.075 1.482
C 0.694 2.767 0.341
```

Total energy   -378.48079 Ha
Lowest unoccupied orbital energy   0.83 eV
Kohn-Sham gap   6.70 eV
Relative energy (zero: lowest compared OMol25 entry of this formula, charge and spin)   413.42 kJ/mol
Max |F|   0.852 eV/A
HOMO level   -5.9 eV

Entry 5:
A 2-piece molecular cluster, C4H12N4 overall in a non-equilibrium geometry, computed with ωB97M-V with the def2-TZVPD basis set.

Structure (XYZ):
```
20
C4H12N4 (ωB97M-V with the def2-TZVPD basis set)
H 2.010 -1.489 -1.220
H 1.589 -0.045 -2.038
C 0.858 1.506 0.238
H 1.750 -1.758 1.086
H 0.350 1.625 -0.644
H 1.541 2.338 0.422
N -2.366 -1.348 0.880
N -1.673 0.224 -0.542
C 2.151 -0.419 -1.181
H -3.132 -0.764 1.244
H -0.844 0.524 -1.108
N -2.835 0.755 -0.452
N -1.359 -0.811 0.134
H -2.267 -2.251 1.312
C 1.570 0.071 0.091
C 1.289 -0.776 1.090
H -2.725 1.623 -0.862
H 0.219 1.642 0.963
H 3.164 -0.044 -1.412
H 0.712 -0.601 1.999
```

Total energy   -378.44064 Ha
Lowest unoccupied orbital energy (alpha / beta)   0.89 / 0.89 eV
Kohn-Sham gap (alpha / beta)   8.44 / 8.44 eV
Relative energy (zero: lowest compared OMol25 entry of this formula, charge and spin)   518.82 kJ/mol
Max |F|   6.555 eV/A
HOMO level (alpha / beta)   -7.5 / -7.5 eV

Entry 6:
C4H12N4 as an isolated structure in a non-equilibrium geometry, computed with ωB97M-V with the def2-TZVPD basis set.

Structure (XYZ):
```
20
C4H12N4 (ωB97M-V with the def2-TZVPD basis set)
N 2.377 -0.133 0.501
N 1.553 0.867 0.156
H -1.310 -1.764 -1.148
H 2.758 -2.155 0.300
C 2.228 -1.370 -0.141
H 2.351 -1.404 -1.225
H 3.183 0.120 1.202
N -1.241 -0.962 -0.643
C 0.255 0.738 -0.107
N -0.206 -0.369 -0.555
H -0.625 2.190 -1.219
H -3.227 0.253 0.037
H 0.979 -1.461 -0.192
H -3.434 -1.595 0.154
H -0.111 2.918 0.308
H -1.471 1.816 0.308
C -0.552 2.042 -0.157
H -2.454 -0.813 1.441
C -2.874 -0.726 0.453
H 1.821 1.807 0.526
```

Total energy   -377.76142 Ha
Lowest unoccupied orbital energy (alpha / beta)   -10.54 / -10.46 eV
Kohn-Sham gap (alpha / beta)   7.58 / 7.85 eV
Relative energy (zero: lowest compared OMol25 entry of this formula, charge and spin)   625.82 kJ/mol
Max |F|   7.864 eV/A
Total charge   +2
HOMO level (alpha / beta)   -18.1 / -18.3 eV

Entry 7:
An isolated ion of composition C4H12N4S and charge +2 in a non-equilibrium geometry, computed with ωB97M-V with the def2-TZVPD basis set.

Structure (XYZ):
```
21
C4H12N4S (ωB97M-V with the def2-TZVPD basis set)
H -3.165 -1.672 -0.463
H 0.490 -1.622 0.789
C 0.935 -0.760 0.285
H 1.248 1.724 0.984
C 1.124 -1.206 -1.162
H -2.332 2.730 -0.535
N -0.098 0.294 0.309
N -2.437 0.619 -0.170
N -2.771 1.830 -0.318
H 1.995 -0.596 -1.586
H 2.133 -0.250 1.976
H 2.979 -1.296 0.996
H 2.834 0.404 0.570
H -0.305 2.254 0.514
H 0.214 -1.215 -1.688
C 2.176 -0.485 0.992
H 1.546 -2.201 -1.178
S -1.755 -1.779 -0.383
N 0.275 1.483 0.817
H -3.756 1.837 -0.687
C -1.329 -0.094 -0.063
```

Total energy   -775.97535 Ha
Lowest unoccupied orbital energy (alpha / beta)   -11.48 / -11.41 eV
Kohn-Sham gap (alpha / beta)   6.70 / 6.67 eV
Relative energy (zero: lowest compared OMol25 entry of this formula, charge and spin)   516.11 kJ/mol
Max |F|   5.492 eV/A
Total charge   +2
HOMO level (alpha / beta)   -18.2 / -18.1 eV

Entry 8:
An isolated ion of composition C4H12N6O2 and charge +2 in a non-equilibrium geometry, computed with ωB97M-V with the def2-TZVPD basis set.

Structure (XYZ):
```
24
C4H12N6O2 (ωB97M-V with the def2-TZVPD basis set)
O -4.782 1.256 0.586
N -0.373 0.146 -0.208
N -2.698 0.516 0.073
H 1.504 -0.199 0.170
H 0.476 2.156 1.031
C -1.704 -0.297 -0.267
H -0.870 2.995 0.363
N -4.382 0.321 0.104
H -0.419 -1.798 1.670
C 0.093 1.358 -0.954
N -1.876 -1.553 -0.592
H 1.019 1.044 -1.323
H -0.626 1.602 -1.736
H 1.290 -1.214 2.148
H -2.413 1.481 0.205
H 0.728 3.374 -0.382
O -4.688 -0.728 -0.211
N -1.385 -2.547 -1.146
C 0.139 2.587 0.021
H -0.637 -3.197 -0.811
N 0.646 -0.585 0.312
H -2.068 -3.098 -1.665
C 0.612 -1.568 1.387
H 1.105 -2.500 1.106
```

Total energy   -637.65783 Ha
Lowest unoccupied orbital energy (alpha / beta)   -10.23 / -10.12 eV
Kohn-Sham gap (alpha / beta)   7.63 / 7.95 eV
Relative energy (zero: lowest compared OMol25 entry of this formula, charge and spin)   392.31 kJ/mol
Max |F|   4.331 eV/A
Total charge   +2
HOMO level (alpha / beta)   -17.9 / -18.1 eV

Entry 9:
A 2-piece molecular cluster, C4H12NO overall, computed with ωB97M-V with the def2-TZVPD basis set.

Structure (XYZ):
```
18
C4H12NO (ωB97M-V with the def2-TZVPD basis set)
C -0.848 1.214 1.879
H -1.316 -0.801 -0.670
H 1.341 -0.558 -2.186
H -0.703 1.894 2.727
H 0.247 0.712 0.111
H 1.222 1.178 1.336
O -0.370 0.611 -2.604
H -0.148 -2.955 0.048
C -0.283 -1.051 -0.909
N 0.297 1.345 0.935
C 0.453 -2.053 -0.070
H 1.451 -2.229 -0.461
H 0.149 0.743 -3.399
H -0.908 0.196 2.254
H 0.585 -1.705 0.966
H -1.772 1.527 1.389
H 0.287 2.290 0.546
C 0.316 -0.358 -1.892
```

Total energy   -289.40399 Ha
Spin multiplicity   2
Lowest unoccupied orbital energy (alpha / beta)   0.21 / 0.42 eV
Kohn-Sham gap (alpha / beta)   2.37 / 9.12 eV
Relative energy (zero: lowest compared OMol25 entry of this formula, charge and spin)   331.20 kJ/mol
Max |F|   0.744 eV/A
HOMO level (alpha / beta)   -2.2 / -8.7 eV

Entry 10:
A 2-piece molecular cluster, C4H12NO overall, computed with ωB97M-V with the def2-TZVPD basis set.

Structure (XYZ):
```
18
C4H12NO (ωB97M-V with the def2-TZVPD basis set)
H 1.670 -0.899 2.846
H -2.247 1.405 -1.729
N 0.709 -0.091 -0.328
H 1.186 1.580 2.588
C 1.047 0.118 1.100
H 0.738 -1.902 1.746
C 1.496 -1.112 1.798
C 0.995 1.353 1.551
H -2.240 0.303 -0.318
H 1.496 -0.452 -0.873
H 0.755 2.197 0.916
H -0.073 -0.747 -0.462
H 2.401 -1.532 1.361
H 0.375 0.770 -0.763
H -3.366 0.057 -1.663
C -2.360 0.372 -1.400
O -1.357 -0.448 -2.038
H -1.813 -1.046 -2.646
```

Total energy   -289.32339 Ha
Lowest unoccupied orbital energy   -3.25 eV
Kohn-Sham gap   11.52 eV
Relative energy (zero: lowest compared OMol25 entry of this formula, charge and spin)   135.14 kJ/mol
Max |F|   0.633 eV/A
Total charge   +1
HOMO level   -14.8 eV

Entry 11:
A 3-piece molecular cluster, C4H12NO overall in a non-equilibrium geometry, computed with ωB97M-V with the def2-TZVPD basis set.

Structure (XYZ):
```
18
C4H12NO (ωB97M-V with the def2-TZVPD basis set)
H 0.586 -1.816 2.908
H -0.820 1.714 -1.303
H -1.193 -2.365 2.619
C -0.335 -1.059 1.152
H 1.998 -0.088 -1.166
N -0.125 2.506 -1.319
O -1.544 0.202 -0.942
H -0.450 3.333 -0.793
H 0.248 -0.472 -1.353
H -1.243 -0.970 0.531
C 1.171 -0.647 -0.798
H -2.406 0.152 -1.321
H 1.394 -1.659 -0.853
H 0.018 2.820 -2.232
H 1.687 -0.348 1.311
H 0.487 0.762 0.603
C 0.822 -0.253 0.654
C -0.295 -1.812 2.303
```

Total energy   -289.03634 Ha
Lowest unoccupied orbital energy   -10.24 eV
Kohn-Sham gap   3.80 eV
Relative energy (zero: lowest compared OMol25 entry of this formula, charge and spin)   888.78 kJ/mol
Max |F|   2.123 eV/A
Total charge   +1
HOMO level   -14.0 eV

Entry 12:
An isolated ion of composition C4H12NO and charge +1 in a non-equilibrium geometry, computed with ωB97M-V with the def2-TZVPD basis set.

Structure (XYZ):
```
18
C4H12NO (ωB97M-V with the def2-TZVPD basis set)
H -3.122 -0.093 0.245
C 1.485 0.647 0.447
H 3.323 0.930 -0.155
C -0.969 -0.056 0.683
H -2.625 1.569 0.241
O 2.569 0.316 -0.404
H 1.583 0.281 1.440
H -0.017 0.536 -1.126
H -1.027 0.669 1.458
H 1.556 -1.365 -0.885
H 0.276 -1.732 -1.585
N 0.621 -1.407 -0.616
C -2.287 0.554 -0.069
H -1.413 -1.004 0.974
C 0.229 -0.019 -0.194
H -2.160 0.526 -1.157
H 0.799 -2.062 0.160
H 1.178 1.710 0.543
```

Total energy   -289.30137 Ha
SMILES   CC[C@H]([NH3+])CO
Lowest unoccupied orbital energy   -3.58 eV
Kohn-Sham gap   11.64 eV
Relative energy (zero: lowest compared OMol25 entry of this formula, charge and spin)   192.95 kJ/mol
Max |F|   4.393 eV/A
Total charge   +1
HOMO level   -15.2 eV

Entry 13:
A 2-piece molecular cluster, C4H12NO overall in a non-equilibrium geometry, computed with ωB97M-V with the def2-TZVPD basis set.

Structure (XYZ):
```
18
C4H12NO (ωB97M-V with the def2-TZVPD basis set)
H -2.018 -0.146 0.552
O 2.058 0.723 2.907
H -0.441 1.872 -1.739
H -0.797 -1.883 -1.020
H 2.952 1.015 2.699
H -2.816 -1.483 -0.189
N 1.011 -0.430 0.171
H 1.986 -0.478 -0.082
H 1.992 1.227 3.736
H -3.029 0.217 -0.786
C -1.050 -0.841 -1.233
H 1.417 1.567 -1.525
C 0.073 0.070 -0.895
H 0.761 -1.394 0.414
H 1.068 0.065 1.067
H -1.215 -0.849 -2.307
C -2.338 -0.534 -0.416
C 0.385 1.283 -1.355
```

Total energy   -289.30432 Ha
Lowest unoccupied orbital energy   -3.41 eV
Kohn-Sham gap   10.66 eV
Relative energy (zero: lowest compared OMol25 entry of this formula, charge and spin)   185.20 kJ/mol
Max |F|   1.690 eV/A
Total charge   +1
HOMO level   -14.1 eV